This record from OMol25 describes a single CH6N4O molecule in a non-equilibrium geometry. The level of theory is ωB97M-V with the def2-TZVPD basis set.

Bonds (Å) are listed after each position.
Element x y z (Å)
1 O 0.865 1.504 0.273  N3 1.401, H10 1.102
2 N 0.039 -0.990 -0.008  N4 1.521, C6 1.325, H12 1.059
3 N -0.204 1.279 -0.605  O1 1.401, C6 1.492, H8 0.979
4 N 1.550 -1.057 -0.179  N2 1.521, H7 1.028, H9 1.008
5 N -2.074 -0.122 0.112  C6 1.306, H11 1.070
6 C -0.836 -0.037 -0.294  N2 1.325, N3 1.492, N5 1.306
7 H 1.904 -0.178 0.219  N4 1.028
8 H -0.900 1.947 -0.438  N3 0.979
9 H 1.614 -0.683 -1.113  N4 1.008
10 H 0.691 1.276 1.337  O1 1.102
11 H -2.319 -1.164 0.099  N5 1.070
12 H -0.329 -1.776 0.598  N2 1.059

**LUMO energy**: 0.575 eV
**SMILES**: [H]/N=C(\NN)NO
**HOMO-LUMO gap**: 9.68 eV
**F_max**: 0.0872 Eh/bohr

Löwdin population analysis, charges in e, atoms 1 to 5: -0.168 -0.040 -0.012 0.058 0.070